A molecular structure, C14H11F6N7O9S7Sr in a non-equilibrium geometry. Source: OMol25; level of theory: ωB97M-V with the def2-TZVPD basis set.

Structure (XYZ):
```
55
Properties=species:S:1:pos:R:3
Sr -1.174 -1.064 0.320
O 2.812 -3.433 6.456
C 2.193 -3.013 5.497
S 2.930 -2.554 3.965
C 1.461 -2.044 3.115
C 0.310 -2.158 3.807
S -1.313 -1.706 3.356
S 0.450 -2.793 5.454
S 1.713 -1.438 1.503
C 0.539 1.255 3.620
C -0.083 1.981 2.486
N -0.291 1.508 1.270
C -0.870 2.522 0.554
C -1.017 3.637 1.346
N -0.503 3.262 2.566
C -1.547 5.000 1.163
O -2.088 5.277 0.001
O -1.470 5.816 2.066
C -1.188 2.304 -0.900
O -1.981 3.108 -1.457
O -0.634 1.313 -1.415
H 1.356 0.641 3.244
H -0.186 0.572 4.069
H 0.907 1.958 4.370
H -0.466 3.868 3.368
H -2.025 4.460 -0.644
C 4.539 0.046 -3.544
C 4.067 -1.329 -3.256
N 4.475 -2.403 -3.849
N 3.755 -3.400 -3.239
C 2.903 -2.973 -2.277
S 1.904 -3.880 -1.327
N 3.121 -1.610 -2.303
N 2.564 -0.610 -1.516
H 5.306 -0.005 -4.314
H 4.942 0.506 -2.643
H 3.714 0.672 -3.881
H 3.864 -4.360 -3.501
H 2.719 -0.831 -0.533
H 1.563 -0.549 -1.678
F -5.013 -1.223 1.929
C -4.433 -0.328 1.142
F -3.403 0.205 1.779
F -5.323 0.614 0.847
S -3.989 -1.245 -0.454
O -3.240 -2.385 0.063
O -5.225 -1.471 -1.124
N -2.951 -0.074 -1.094
S -2.096 -0.757 -2.427
O -0.744 -1.225 -2.104
O -2.965 -1.773 -2.964
C -1.972 0.369 -3.932
F -0.963 1.207 -3.967
F -3.121 1.020 -4.063
F -1.832 -0.488 -4.949
```

Its total energy is -136548.68216 eV. The calculation puts the frontier orbital gap at 5.54 eV. The value obtained for the HOMO energy is -1.39 eV. Its LUMO energy is 0.1525 Eh. The largest force on an atom is 4.5 eV/Å. The net charge is -2. For the energy above the lowest of the compared OMol25 structures with the same formula, charge and spin, the calculation gives 238.5 kJ/mol.

Here are the Löwdin charges for atoms 1 to 4, given in e:
1 Sr 1.232
2 O -0.135
3 C -1.081
4 S 0.899

***

A molecular structure, C14H11N4OPtS. Source: OMol25; level of theory: ωB97M-V with the def2-TZVPD basis set.

Structure (XYZ):
```
32
Properties=species:S:1:pos:R:3
Pt 1.319 -2.512 0.165
N 4.563 0.187 -0.386
C 3.511 -0.568 -0.262
S 3.549 -2.264 -0.286
N 2.291 0.187 -0.163
N 1.291 -0.519 0.030
C -0.019 0.087 0.059
C -0.207 1.458 -0.138
C 0.596 2.431 0.540
C 0.349 3.762 0.345
C -0.615 4.174 -0.594
C -1.396 3.238 -1.287
C -1.210 1.900 -1.069
C -1.069 -0.870 0.276
C -2.388 -0.472 0.480
C -3.386 -1.434 0.655
C -3.029 -2.759 0.640
C -1.675 -3.112 0.476
N -0.725 -2.214 0.308
H 5.495 -0.213 -0.460
H 4.484 1.198 -0.427
H 1.368 2.125 1.232
H 0.888 4.497 0.928
H -0.771 5.232 -0.771
H -2.156 3.568 -1.983
H -1.763 1.177 -1.657
H -2.634 0.579 0.527
H -4.414 -1.135 0.814
H -3.760 -3.545 0.783
H -1.381 -4.153 0.494
O 1.475 -5.569 0.409
C 1.419 -4.461 0.320
```

Its total energy is -36756.38004 eV. The calculation puts the frontier orbital gap (alpha / beta) at 5.56 / 5.64 eV. The value obtained for the HOMO energy (alpha / beta) is -19.62 / -19.67 eV. Its LUMO energy (alpha / beta) is -0.5166 / -0.5158 Eh. The largest force on an atom is 0.5 eV/Å. The net charge is +3. For the energy above the lowest of the compared OMol25 structures with the same formula, charge and spin, the calculation gives 0.0 kJ/mol.

Here are the Löwdin charges for atoms 1 to 4, given in e:
1 Pt 0.999
2 N 0.230
3 C -0.692
4 S 0.809

***

C14H11NO6 in the gas phase in a non-equilibrium geometry. Source: OMol25; level of theory: ωB97M-V with the def2-TZVPD basis set.

Structure (XYZ):
```
32
Properties=species:S:1:pos:R:3
O 3.713 -3.162 2.107
N 3.336 -2.921 1.017
O 2.447 -1.860 1.100
C 1.737 -1.778 -0.171
C 0.450 -0.891 -0.021
C -0.781 -1.423 -0.585
C -1.998 -0.616 -0.496
C -1.978 0.674 0.184
C -0.754 1.216 0.751
C 0.486 0.425 0.631
C 1.774 1.076 1.216
C 3.022 1.073 0.261
C 2.757 1.555 -1.200
O 3.685 1.525 -1.968
O 1.546 2.069 -1.676
C -3.282 1.531 0.314
O -3.245 2.711 0.546
C -4.610 0.725 0.132
C -4.639 -0.474 -0.506
C -3.340 -1.085 -1.110
O -3.377 -1.861 -2.036
H 1.372 -2.808 -0.401
H 2.403 -1.362 -0.976
H -0.830 -2.406 -1.102
H -0.723 2.205 1.270
H 2.053 0.461 2.122
H 1.563 2.105 1.600
H 3.761 1.805 0.698
H 3.570 0.100 0.212
H 0.999 1.284 -1.889
H -5.527 1.161 0.583
H -5.589 -1.054 -0.605
```

Its total energy is -28466.82393 eV. Its structure (SMILES) is O=NOCc1cc2c(cc1CCC(=O)O)C(=O)C=CC2=O. The calculation puts the frontier orbital gap at 8.48 eV. The value obtained for the HOMO energy is -9.80 eV. Its LUMO energy is -0.0485 Eh. The largest force on an atom is 2.8 eV/Å. The net charge is 0. For the energy above the lowest of the compared OMol25 structures with the same formula, charge and spin, the calculation gives 414.4 kJ/mol.

Here are the Löwdin charges for atoms 1 to 4, given in e:
1 O 0.064
2 N -0.032
3 O -0.130
4 C -0.127